Molecular formula: H14O7
Method: DFT, ωB97M-V with the def2-TZVPD basis set

Last columns: bonded neighbours and bond lengths (Å).
CARTESIAN COORDINATES (ANGSTROEM)
1 O 1.275 -1.476 1.557  H2 1.166, H3 1.033, H4 0.882
2 H 1.211 -2.238 0.677  O1 1.166
3 H 0.735 -0.695 1.151  O1 1.033
4 H 1.061 -1.893 2.304  O1 0.882
5 O 0.148 0.295 -0.047  H6 0.982
6 H -0.481 0.805 -0.603  O5 0.982
7 O 2.529 1.427 -0.439  H8 0.984, H9 1.068
8 H 1.701 0.912 -0.310  O7 0.984
9 H 2.266 1.910 -1.354  O7 1.068
10 O -2.213 -1.263 -1.800  H11 0.982, H12 0.980
11 H -1.645 -0.605 -1.344  O10 0.982
12 H -3.063 -0.875 -1.506  O10 0.980
13 O 0.928 -1.294 -2.378  H14 0.978, H15 0.991
14 H 0.673 -0.857 -1.541  O13 0.978
15 H 1.455 -0.751 -3.018  O13 0.991
16 O -1.977 -0.464 1.712  H17 1.019, H18 0.897
17 H -2.625 0.321 1.765  O16 1.019
18 H -1.328 -0.361 1.102  O16 0.897
19 O -0.265 2.327 1.711  H20 0.962, H21 1.049
20 H -0.127 1.536 1.182  O19 0.962
21 H -0.248 3.231 1.180  O19 1.049

Results
2S+1	1
HOMO energy	-10.3	eV
electronic energy	-534.92429	hartree
maximum force	9.74	eV/A
gap between HOMO and LUMO	9.1	eV
LUMO level	-1.265	eV
relative energy (zero: lowest compared OMol25 entry of this formula, charge and spin)	523.9	kJ/mol



Molecular formula: C4H10O
Method: DFT, ωB97M-V with the def2-TZVPD basis set

Last columns: bonded neighbours and bond lengths (Å).
CARTESIAN COORDINATES (ANGSTROEM)
1 H 1.584 2.519 0.995  H2 0.746
2 H 0.965 2.196 1.259  H1 0.746
3 C -2.140 -0.379 -0.230  C4 1.505, H6 1.095, H7 1.092, H8 1.097
4 C -1.218 0.705 0.259  C3 1.505, O5 1.210, H9 1.110
5 O -0.997 0.924 1.428  C4 1.210
6 H -1.695 -0.905 -1.082  C3 1.095
7 H -2.359 -1.079 0.580  C3 1.092
8 H -3.078 0.073 -0.578  C3 1.097
9 H -0.744 1.326 -0.530  C4 1.110
10 C 2.053 -0.427 -0.516  C11 1.329, H12 1.087, H13 1.087
11 C 1.173 -1.366 -0.186  C10 1.329, H14 1.088, H15 1.088
12 H 2.383 -0.285 -1.543  C10 1.087
13 H 2.481 0.238 0.230  C10 1.087
14 H 0.746 -2.038 -0.928  C11 1.088
15 H 0.846 -1.502 0.843  C11 1.088

Results
2S+1	1
HOMO energy	-9.9	eV
electronic energy	-233.55819	hartree
maximum force	0.57	eV/A
gap between HOMO and LUMO	11.0	eV
LUMO level	1.118	eV
relative energy (zero: lowest compared OMol25 entry of this formula, charge and spin)	227.8	kJ/mol



Molecular formula: C11H15N
Method: DFT, ωB97M-V with the def2-TZVPD basis set

Last columns: bonded neighbours and bond lengths (Å).
CARTESIAN COORDINATES (ANGSTROEM)
1 C 2.096 -1.063 -0.527  C2 1.490, H11 1.094, H12 1.090, H13 1.091
2 C 1.611 -0.158 0.552  C1 1.490, C3 1.351, C10 1.462
3 C 2.323 0.634 1.384  C2 1.351, N4 1.397, H14 1.082
4 N 1.501 1.220 2.349  C3 1.397, C5 1.380, H15 1.007
5 C 0.290 0.561 2.284  N4 1.380, C6 1.397, C10 1.397
6 C -0.861 0.649 3.071  C5 1.397, C7 1.377, H16 1.085
7 C -2.016 0.028 2.647  C6 1.377, C8 1.399, H17 1.082
8 C -2.027 -0.810 1.527  C7 1.399, C9 1.383, H18 1.082
9 C -0.877 -0.928 0.768  C8 1.383, C10 1.393, H19 1.083
10 C 0.267 -0.218 1.124  C2 1.462, C5 1.397, C9 1.393
11 H 2.127 -2.117 -0.234  C1 1.094
12 H 3.092 -0.786 -0.873  C1 1.090
13 H 1.424 -1.028 -1.385  C1 1.091
14 H 3.354 0.933 1.253  C3 1.082
15 H 1.869 1.503 3.243  N4 1.007
16 H -0.878 1.225 3.990  C6 1.085
17 H -2.896 0.260 3.232  C7 1.082
18 H -2.979 -1.206 1.200  C8 1.082
19 H -0.912 -1.681 -0.010  C9 1.083
20 C -0.221 0.019 -2.847  C21 1.542, H22 1.091, H23 1.082, H24 1.083
21 C -1.438 0.712 -3.492  C20 1.542, H25 1.091, H26 1.091, H27 1.088
22 H 0.531 0.769 -2.593  C20 1.091
23 H -0.445 -0.600 -1.990  C20 1.082
24 H 0.260 -0.569 -3.619  C20 1.083
25 H -1.204 0.838 -4.550  C21 1.091
26 H -1.671 1.724 -3.160  C21 1.091
27 H -2.321 0.092 -3.347  C21 1.088

Results
2S+1	1
HOMO energy	-8.0	eV
electronic energy	-482.89525	hartree
maximum force	1.33	eV/A
gap between HOMO and LUMO	8.9	eV
LUMO level	0.940	eV
relative energy (zero: lowest compared OMol25 entry of this formula, charge and spin)	52.3	kJ/mol



> Which formula does entry 3 have?

C11H15N